Record 1
Computed, not measured: 3 unconnected molecules or ions with the total composition C4H6O2, with ωB97M-V/def2-TZVPD.

```
12
Properties=species:S:1:pos:R:3:nbo_charge:R:1
O 0.46154 2.90698 0.36899 -0.496
C 1.03353 1.92878 0.29827 0.505
C -1.73895 0.44421 -0.01700 -0.423
C -1.45278 -0.85089 -0.08657 -0.366
O 1.36710 -1.88267 -0.33907 -0.510
C 2.01701 -0.90051 -0.08847 0.286
H -1.80471 1.06496 -0.90800 0.193
H -1.91746 0.94094 0.93384 0.192
H -1.37695 -1.47144 0.80260 0.197
H -1.26110 -1.34848 -1.03324 0.202
H 2.43999 -0.25239 -0.88102 0.109
H 2.23280 -0.57948 0.94968 0.110
```

Multiplicity: 1
HOMO level, eV: -10.08
E_tot, a.u.: -306.41666
ΔE to the lowest compared entry with this formula, charge and spin, kJ/mol: 235.3
F_max, eV/A: 1.50
Orbital gap, eV: 10.80

***

Record 2
Computed, not measured: a single C4H6O2 molecule, with ωB97M-V/def2-TZVPD.

```
12
Properties=species:S:1:pos:R:3:nbo_charge:R:1
C -1.45404 -0.02746 -0.07434 0.251
C 0.65007 1.14716 0.12421 0.288
C 1.47645 -0.13605 0.00249 -0.577
C 0.62794 -1.25641 -0.24860 -0.098
H -2.29156 0.37204 0.67488 0.177
H -1.80644 -0.40618 -1.08252 0.170
H 0.92629 1.85987 1.07853 0.149
H 1.70427 -0.05135 1.19585 0.270
H 2.39562 0.23167 -0.82838 0.277
H 0.46746 -1.72238 -1.20201 0.179
O -0.52831 1.07279 -0.38205 -0.532
O -0.62146 -0.90368 0.54969 -0.554
```

Multiplicity: 1
HOMO level, eV: -6.99
E_tot, a.u.: -306.23869
ΔE to the lowest compared entry with this formula, charge and spin, kJ/mol: 702.6
F_max, eV/A: 4.00
Orbital gap, eV: 6.56

***

Record 3
Computed, not measured: a single C4H6O2 molecule, with ωB97M-V/def2-TZVPD.

```
12
Properties=species:S:1:pos:R:3:nbo_charge:R:1
O -1.41206 0.14835 -1.21839 -0.706
C -0.29148 0.48144 -0.45802 -0.013
C -0.37166 -0.10657 0.96090 -0.610
C 0.75468 0.19525 1.84117 -0.033
O 0.91874 -0.79370 -2.06431 -0.531
C 0.96619 -0.07453 -1.09255 0.419
H -1.08592 -0.43291 -1.92808 0.490
H -0.17561 1.57293 -0.37855 0.198
H -1.11729 0.48672 1.54608 0.305
H -0.78169 -1.12809 0.92539 0.232
H 0.68735 -0.51961 2.68612 0.106
H 1.91676 0.18492 -0.58909 0.144
```

Multiplicity: 1
HOMO level, eV: -9.28
E_tot, a.u.: -306.33277
ΔE to the lowest compared entry with this formula, charge and spin, kJ/mol: 455.6
F_max, eV/A: 0.52
Orbital gap, eV: 8.64

***

Record 4
Computed, not measured: a single C4H6O2 molecule, with ωB97M-V/def2-TZVPD.

```
12
Properties=species:S:1:pos:R:3:nbo_charge:R:1
O -0.56092 -1.29269 -1.54067 -0.512
C -1.09240 -0.93578 -0.51521 0.434
C -0.31983 -0.64798 0.74874 -0.499
C 0.26796 0.76444 0.54754 -0.500
C 1.11105 0.78072 -0.72227 0.440
O 2.24647 0.37729 -0.74568 -0.509
H -2.17188 -0.67779 -0.49714 0.111
H 0.49554 -1.36789 0.86897 0.242
H -0.97193 -0.68970 1.62814 0.222
H -0.54448 1.50014 0.48542 0.211
H 0.92018 1.02861 1.38312 0.242
H 0.62026 1.16063 -1.64096 0.117
```

Multiplicity: 1
HOMO level, eV: -9.89
E_tot, a.u.: -306.46104
ΔE to the lowest compared entry with this formula, charge and spin, kJ/mol: 118.8
F_max, eV/A: 0.62
Orbital gap, eV: 10.56

***

Record 5
Computed, not measured: a single C4H6O2 molecule, with ωB97M-V/def2-TZVPD.

```
12
Properties=species:S:1:pos:R:3:nbo_charge:R:1
C -0.74691 -1.17490 -0.12279 -0.607
C -0.19930 -0.19443 0.95905 -0.508
C 0.92405 0.35368 0.15914 0.487
O 2.00703 -0.17468 0.02810 -0.504
C 0.55899 1.52486 -0.74075 0.347
O -0.57378 1.77268 -1.07691 -0.483
H -1.20364 -0.57393 -0.91967 0.230
H -1.48644 -1.85923 0.27995 0.223
H 0.05592 -1.75461 -0.59924 0.220
H -0.95359 0.56915 1.18328 0.230
H 0.18012 -0.59141 1.91074 0.235
H 1.43755 2.10282 -1.06092 0.130
```

Multiplicity: 1
HOMO level, eV: -9.75
E_tot, a.u.: -306.45969
ΔE to the lowest compared entry with this formula, charge and spin, kJ/mol: 122.4
F_max, eV/A: 0.73
Orbital gap, eV: 9.33

***

Record 6
Computed, not measured: a single C4H6O2 molecule, with ωB97M-V/def2-TZVPD.

```
12
Properties=species:S:1:pos:R:3:nbo_charge:R:1
C 1.79386 0.80738 -0.98746 -0.256
C 0.50836 -0.33925 0.42234 0.276
O 0.65225 0.85217 -0.09829 -0.492
C -0.84518 -0.48045 1.07114 -0.672
C -1.86031 -0.63747 -0.05214 0.449
O -2.29110 -1.69894 -0.42507 -0.495
H 1.43756 0.36388 -1.91887 0.193
H 2.54559 0.14719 -0.55029 0.214
H 2.16130 1.81884 -1.14349 0.191
H -0.80713 -1.41396 1.63288 0.242
H -1.13475 0.36913 1.70256 0.237
H -2.16348 0.31012 -0.54262 0.114
```

Multiplicity: 1
HOMO level, eV: -8.69
E_tot, a.u.: -306.36709
ΔE to the lowest compared entry with this formula, charge and spin, kJ/mol: 365.5
F_max, eV/A: 0.86
Orbital gap, eV: 9.00

***

Record 7
Computed, not measured: a single C4H6O2 molecule, with ωB97M-V/def2-TZVPD.

```
12
Properties=species:S:1:pos:R:3:nbo_charge:R:1
O 1.70644 0.45850 1.45724 -0.513
C 1.18753 0.74826 0.40503 0.433
C -0.33107 0.90616 0.20509 -0.504
C -0.97002 -0.31638 -0.51821 -0.499
C 0.00703 -1.39124 -0.14974 0.433
O 0.97934 -1.65100 -0.81935 -0.521
H 1.80152 0.91811 -0.49809 0.125
H -0.48524 1.80388 -0.39407 0.233
H -0.78828 1.04019 1.18661 0.231
H -1.01836 -0.19390 -1.60332 0.231
H -1.97880 -0.53090 -0.14620 0.228
H -0.11009 -1.79167 0.87501 0.125
```

Multiplicity: 1
HOMO level, eV: -9.80
E_tot, a.u.: -306.45278
ΔE to the lowest compared entry with this formula, charge and spin, kJ/mol: 140.5
F_max, eV/A: 0.75
Orbital gap, eV: 10.60

***

Record 8
Computed, not measured: a single C4H6O2 molecule, with ωB97M-V/def2-TZVPD.

```
12
Properties=species:S:1:pos:R:3:nbo_charge:R:1
C -0.32028 -0.92042 1.11603 -0.600
C -0.11693 0.55305 0.73168 -0.508
C 0.73723 0.55860 -0.50444 0.486
O 1.94843 0.58571 -0.51225 -0.493
C 0.01747 0.37381 -1.84288 0.342
O -1.14942 0.07781 -1.91808 -0.479
H -0.92771 -1.42024 0.35534 0.221
H -0.82440 -1.01538 2.08048 0.221
H 0.64617 -1.43129 1.17747 0.214
H -1.08306 1.02521 0.52580 0.231
H 0.40031 1.11189 1.51714 0.231
H 0.67220 0.50124 -2.72630 0.132
```

Multiplicity: 1
HOMO level, eV: -9.82
E_tot, a.u.: -306.47013
ΔE to the lowest compared entry with this formula, charge and spin, kJ/mol: 95.0
F_max, eV/A: 0.61
Orbital gap, eV: 9.32

***

Record 9
Computed, not measured: a single C4H6O2 molecule, with ωB97M-V/def2-TZVPD.

```
12
Properties=species:S:1:pos:R:3:nbo_charge:R:1
C 1.20893 -1.28050 0.21375 -0.712
C 0.62529 0.06612 -0.02589 0.577
O 1.17136 0.91901 -0.70069 -0.564
C -0.68810 0.55207 0.51304 -0.644
C -1.48618 1.07114 -0.70787 0.447
O -2.65715 1.35184 -0.69740 -0.507
H 0.77628 -1.82344 1.05694 0.228
H 0.96883 -1.80923 -0.71467 0.254
H 2.29371 -1.20341 0.30026 0.246
H 0.05492 1.06953 1.20962 0.295
H -1.37331 0.08787 1.22012 0.248
H -0.93144 0.99577 -1.67040 0.132
```

Multiplicity: 1
HOMO level, eV: -9.92
E_tot, a.u.: -306.43375
ΔE to the lowest compared entry with this formula, charge and spin, kJ/mol: 190.5
F_max, eV/A: 2.46
Orbital gap, eV: 10.62

***

Record 10
Computed, not measured: a single C4H6O2 molecule, with ωB97M-V/def2-TZVPD.

```
12
Properties=species:S:1:pos:R:3:nbo_charge:R:1
O 1.27336 0.89731 -0.94740 -0.673
C 0.29925 0.30754 -0.17558 0.234
C -1.15529 0.45194 -0.51499 -0.091
O -1.52041 -0.85869 -0.07536 -0.521
C -0.17209 -1.27578 0.09463 -0.003
C 0.49592 -0.37080 1.08836 -0.477
H 1.97558 1.21047 -0.36041 0.484
H -1.62406 1.26735 0.03724 0.171
H -1.36316 0.54264 -1.58828 0.193
H 0.37204 -1.47669 -0.80622 0.212
H 1.50280 -0.69787 1.32337 0.237
H -0.08394 0.00259 1.92463 0.234
```

Multiplicity: 1
HOMO level, eV: -8.21
E_tot, a.u.: -306.35506
ΔE to the lowest compared entry with this formula, charge and spin, kJ/mol: 397.1
F_max, eV/A: 1.81
Orbital gap, eV: 8.88

***

Record 11
Computed, not measured: a molecular structure, C4H6O2Ru, with ωB97M-V/def2-TZVPD.

```
13
Properties=species:S:1:pos:R:3:lowdin_spin:R:1
O 1.22465 1.71801 0.52576 0.460
C 1.41721 0.87975 -0.41819 0.427
H -1.13337 1.48852 0.29841 0.003
H 0.93069 1.05379 -1.40001 0.049
C -1.76365 0.63395 -0.09404 0.011
C -1.19746 -0.57603 -0.14845 0.009
C 0.05367 -0.92643 0.60573 0.053
O 1.24126 -0.53611 -0.08242 0.338
Ru 3.25871 -0.79601 -0.06258 4.640
H -1.56054 -1.32741 -0.85765 0.000
H -2.64281 0.86062 -0.70283 0.001
H 0.14124 -2.01511 0.73473 0.005
H 0.03040 -0.45756 1.60155 0.004
```

Multiplicity: 7
HOMO level (alpha / beta), eV: -6.51 / -9.76
E_tot, a.u.: -401.06663
ΔE to the lowest compared entry with this formula, charge and spin, kJ/mol: 4.9
Expectation value of S²: 12.007
F_max, eV/A: 2.32
Orbital gap (alpha / beta), eV: 6.86 / 7.89

***

Record 12
Computed, not measured: 2 unconnected molecules or ions with the total composition C4H6O2S, with ωB97M-V/def2-TZVPD.

```
13
Properties=species:S:1:pos:R:3:nbo_charge:R:1
C 0.86376 -0.15667 0.16355 -0.039
C 0.21184 0.74751 0.66002 0.007
C 1.72876 -1.06177 -0.67275 -0.653
C -0.67179 1.55889 1.32129 -0.705
O -1.29201 -2.10387 -1.23489 -0.856
O -2.36926 -0.00091 -0.66725 -0.869
S -1.29971 -0.68359 -1.38184 1.668
H 1.05010 -1.38302 -1.39836 0.223
H 2.12446 -1.85684 -0.10037 0.236
H 2.49823 -0.41950 -0.99733 0.236
H -1.32840 0.94612 1.92491 0.252
H -1.23820 1.93018 0.51705 0.256
H -0.27776 2.48349 1.86599 0.244
```

Multiplicity: 1
HOMO level, eV: -9.73
E_tot, a.u.: -704.58591
ΔE to the lowest compared entry with this formula, charge and spin, kJ/mol: 245.8
F_max, eV/A: 5.41
Orbital gap, eV: 9.18